A:
Molecular formula: CH4NO2
Method: DFT, ωB97M-V with the def2-TZVPD basis set

Each line ends with the Mulliken charge.
Element x y z (Å)
O: 0.075 -2.073 0.540  -0.67
H: -0.327 -2.425 -0.271  0.35
C: -0.568 0.658 -0.596  -1.19
N: 0.537 1.380 -0.036  -0.46
O: -1.689 0.709 -0.137  -0.02
H: -0.004 -1.150 0.195  0.29
H: 0.661 1.519 0.967  0.26
H: 1.315 1.382 -0.663  0.44

The net charge is -1. The gap between HOMO and LUMO comes out at 6.31 eV. For the LUMO energy, the calculation gives 4.888 eV. The HOMO energy is -1.4183 eV.


B:
Molecular formula: CH4NO2
Method: DFT, ωB97M-V with the def2-TZVPD basis set

Each line ends with the Mulliken charge.
Element x y z (Å)
O: -1.296 0.541 -1.566  -0.73
H: -1.911 0.122 -0.959  0.31
C: 0.666 -0.725 -0.075  -1.11
N: 0.554 -0.133 1.254  -0.32
O: 1.349 -0.308 -1.013  -0.14
H: -0.378 0.327 -1.160  0.44
H: -0.325 -0.082 1.742  0.32
H: 1.340 0.258 1.777  0.23

The net charge is -1. The gap between HOMO and LUMO comes out at 6.35 eV. For the LUMO energy, the calculation gives 4.958 eV. The HOMO energy is -1.3923 eV.


Energy above the most stable structure, in kcal/mol: A 0.0; B 12.2


A:
Molecular formula: CH4NO2
Method: DFT, ωB97M-V with the def2-TZVPD basis set

Each line ends with the Mulliken charge.
Element x y z (Å)
O: 2.031 -0.581 -0.074  -0.69
H: 2.476 -0.149 0.645  0.30
C: -0.856 -0.588 0.242  -0.66
N: -1.283 0.504 -0.703  -0.60
O: -1.364 -0.443 1.337  -0.32
H: 1.063 -0.676 0.121  0.41
H: -1.481 1.323 -0.145  0.24
H: -0.586 0.611 -1.424  0.31

The net charge is -1. The gap between HOMO and LUMO comes out at 6.51 eV. For the LUMO energy, the calculation gives 4.577 eV. The HOMO energy is -1.9351 eV.


B:
Molecular formula: CH4NO2
Method: DFT, ωB97M-V with the def2-TZVPD basis set

Each line ends with the Mulliken charge.
Element x y z (Å)
O: 1.829 0.371 -1.005  -0.71
H: 2.253 0.656 -0.177  0.32
C: -0.464 -1.021 0.266  -0.62
N: -1.498 0.122 0.125  -0.45
O: 0.316 -1.347 1.202  -0.25
H: 0.934 -0.030 -0.632  0.22
H: -2.092 0.330 0.781  0.20
H: -1.278 0.919 -0.560  0.29

The net charge is -1. The gap between HOMO and LUMO comes out at 6.26 eV. For the LUMO energy, the calculation gives 4.823 eV. The HOMO energy is -1.4351 eV.


Energy above the most stable structure, in kcal/mol: A 0.0; B 43.2


A:
Molecular formula: C6H16N4
Method: DFT, ωB97M-V with the def2-TZVPD basis set

Each line ends with the Mulliken charge.
Element x y z (Å)
C: 2.828 0.882 -0.539  -0.87
N: 1.612 0.629 0.271  -0.13
C: 0.785 -0.540 -0.183  0.11
C: 1.445 -1.853 0.223  -1.46
C: -0.597 -0.393 0.455  -0.33
N: -1.538 -1.445 0.193  -0.10
C: -2.702 -1.030 -0.247  -0.19
N: -2.795 0.252 -0.475  -0.09
C: -1.554 1.010 -0.281  -0.27
N: -1.514 2.100 0.575  -0.45
H: 2.553 1.099 -1.569  0.37
H: 3.377 1.732 -0.138  0.40
H: 3.491 0.019 -0.524  0.32
H: 1.895 0.475 1.250  0.45
H: 1.028 1.478 0.257  0.37
H: 0.720 -0.490 -1.276  0.34
H: 1.372 -2.029 1.294  0.40
H: 2.495 -1.867 -0.054  0.39
H: 0.983 -2.688 -0.301  0.43
H: -0.515 -0.189 1.527  0.35
H: -1.363 -2.399 0.485  0.27
H: -3.526 -1.712 -0.414  0.44
H: -3.632 0.695 -0.836  0.25
H: -1.110 1.244 -1.253  0.47
H: -1.675 3.000 0.138  0.27
H: -2.064 2.020 1.422  0.24

The net charge is +2. As for the SMILES: C[NH2+][C@@H](C)[C@@H]1NC=[NH+][C@H]1N. The gap between HOMO and LUMO comes out at 10.92 eV. For the LUMO energy, the calculation gives -6.738 eV. The HOMO energy is -17.6580 eV.


B:
Molecular formula: C6H16N4
Method: DFT, ωB97M-V with the def2-TZVPD basis set

Each line ends with the Mulliken charge.
Element x y z (Å)
C: -1.833 -0.654 0.026  0.07
C: 2.816 -0.541 1.106  -1.19
C: 2.575 -0.400 -1.496  -1.28
C: 2.190 1.579 0.186  -1.73
C: -4.281 -0.584 0.403  -0.67
C: 2.269 0.164 -0.044  1.44
N: -0.623 -0.029 0.130  -0.33
N: -2.974 0.031 0.008  0.53
N: -3.061 1.239 -0.425  -0.49
N: 0.405 -0.619 -0.198  -0.04
H: -1.820 -1.794 0.292  0.26
H: 3.589 -1.295 0.900  0.37
H: 3.341 0.266 1.829  0.36
H: 2.028 -0.981 1.699  0.35
H: 1.925 -0.140 -2.271  0.38
H: 2.444 -1.544 -1.245  0.38
H: 3.647 -0.337 -1.619  0.40
H: 1.466 2.088 -0.408  0.40
H: 2.048 1.951 1.179  0.48
H: 3.170 1.906 -0.057  0.47
H: -4.542 -0.338 1.425  0.34
H: -4.935 -0.235 -0.423  0.30
H: -4.191 -1.715 0.446  0.34
H: -2.176 1.776 -0.652  0.26
H: -3.877 1.789 -0.385  0.28
H: 0.402 -1.581 -0.403  0.31

The net charge is +2. The gap between HOMO and LUMO (spin up / spin down) comes out at 8.38 / 8.38 eV. For the LUMO energy (spin up / spin down), the calculation gives -9.973 / -9.972 eV. The HOMO energy (spin up / spin down) is -18.3548 / -18.3562 eV.


Energy above the most stable structure, in kcal/mol: A 0.0; B 140.9


A:
Molecular formula: C4H11NO2
Method: DFT, ωB97M-V with the def2-TZVPD basis set

Each line ends with the Mulliken charge.
Element x y z (Å)
C: 0.887 2.158 1.419  -1.59
C: 0.870 1.108 0.286  -0.79
N: 0.993 -0.234 0.752  0.17
C: 0.876 -1.441 -0.060  -0.80
C: -0.409 -2.272 -0.071  -1.32
O: 0.319 1.326 -0.815  0.02
H: 1.578 2.965 1.196  0.51
H: -0.163 2.395 1.620  0.28
H: 1.151 1.641 2.373  0.47
H: 0.380 -0.370 1.572  0.31
H: 1.735 -2.087 0.177  0.35
H: 1.162 -1.062 -1.057  0.20
H: -1.457 -1.883 -0.093  0.42
H: -0.451 -3.078 0.654  0.38
H: -0.340 -2.874 -0.991  0.38
H: -1.649 1.097 -2.001  0.34
H: -2.880 1.623 -2.811  0.29
O: -2.604 0.991 -2.149  -0.60

The net charge is -1. The gap between HOMO and LUMO (spin up / spin down) comes out at 3.33 / 8.24 eV. For the LUMO energy (spin up / spin down), the calculation gives 4.136 / 3.855 eV. Its multiplicity is 2. The HOMO energy (spin up / spin down) is 0.8018 / -4.3814 eV.


B:
Molecular formula: C4H11NO2
Method: DFT, ωB97M-V with the def2-TZVPD basis set

Each line ends with the Mulliken charge.
Element x y z (Å)
C: -1.137 -1.420 1.732  -1.09
C: -0.961 -0.642 0.498  0.00
C: -0.018 0.298 0.262  -0.83
N: 0.482 0.715 -1.012  -0.61
C: 1.548 1.432 -1.131  -0.62
H: -1.205 -2.571 1.626  0.23
H: -2.132 -1.153 2.201  0.24
H: -0.307 -1.338 2.520  0.28
H: -1.542 -0.869 -0.403  0.48
H: 0.367 0.918 1.061  0.39
H: 1.715 2.005 -0.203  0.28
H: 2.275 1.431 -1.980  0.25
H: 1.927 -0.999 1.041  0.36
H: 2.164 -1.348 -0.147  0.37
O: 2.553 -1.702 0.688  -0.74
H: -1.491 1.257 -1.322  0.38
H: -2.847 1.000 -0.610  0.34
O: -2.414 1.533 -1.296  -0.72

The net charge is -1. The gap between HOMO and LUMO (spin up / spin down) comes out at 4.59 / 7.66 eV. For the LUMO energy (spin up / spin down), the calculation gives 3.995 / 3.968 eV. Its multiplicity is 2. The HOMO energy (spin up / spin down) is -0.5989 / -3.6938 eV.


Energy above the most stable structure, in kcal/mol: A 0.0; B 23.8